Record 1
# C39H70MnN9O

C39H70MnN9O as an isolated structure (the ωB97M-V functional and the def2-TZVPD basis, the OMol25 dataset).

The calculation puts the orbital gap (alpha / beta) at 7.46 / 7.37 eV. The value obtained for the highest occupied orbital energy (alpha / beta) is -12.6 / -12.5 eV. For the energy relative to the best compared isomer or geometry (same formula, charge and spin), the calculation gives 1.679 eV. Its expectation value of S² is 8.756.

ORCA input file:
```
! RIJCOSX wB97M-V def2-TZVPD def2/J DEFGRID3
* xyz 1 6
Mn 4.29 -0.43 1.50
O 2.30 -0.08 1.54
N 2.20 0.66 7.01
N -7.12 -2.06 -0.68
N 1.22 -1.91 -6.50
N -3.28 2.44 -3.85
N -4.34 -5.13 2.15
N 4.31 -0.27 -0.77
N -1.72 2.51 6.44
N 3.84 -2.77 1.04
N 1.33 5.19 0.26
C -4.66 0.47 -0.51
C 0.60 -1.20 -5.85
C -1.18 -2.05 -3.47
C 3.69 3.46 -1.66
C 2.19 4.47 0.04
C 1.26 1.55 4.75
C -0.17 -0.31 -4.98
C -2.26 -1.96 2.38
C -3.09 0.72 5.14
C 2.86 -4.92 -0.05
C 2.03 2.72 4.14
C 3.41 -0.23 -3.22
C -6.67 -1.01 -0.81
C -1.49 -0.89 -4.44
C -2.72 5.05 -1.30
C -2.39 1.74 2.89
C -1.88 -4.47 2.66
C 2.20 3.96 4.99
C -2.52 2.61 -3.01
C 5.03 -5.31 -1.33
C 3.43 -3.71 0.53
C -3.54 1.29 3.77
C 1.77 1.06 6.02
C 3.27 3.49 -0.18
C 3.90 -0.23 -1.84
C 0.45 1.20 0.65
C 2.60 -2.64 -3.28
C -2.16 3.70 -0.81
C -3.25 -4.85 2.38
C -1.57 2.84 -1.93
C -3.72 -0.63 -1.03
C 2.55 3.28 -2.68
C 0.77 -1.19 -0.02
C -6.12 0.33 -0.97
C 0.98 -0.16 1.09
C 3.59 -1.61 -3.88
C -1.45 -3.19 1.95
C -2.33 1.71 5.89
C 3.91 -5.95 -0.52
H -3.86 -1.53 -0.42
H 4.34 -6.35 0.41
H 0.53 -0.01 -4.20
H -6.75 1.11 -0.56
H -4.32 1.47 -0.74
H -2.47 -0.17 5.04
H 1.61 2.90 3.15
H -0.26 -1.18 -0.38
H 4.61 -1.98 -3.84
H -0.50 -1.75 -2.67
H 2.85 2.54 0.14
H -1.67 0.93 2.78
H 1.22 4.37 5.25
H 2.98 2.29 3.79
H 1.81 4.07 -2.54
H -2.00 -1.66 3.39
H -6.18 0.42 -2.06
H -4.12 0.54 3.23
H -1.78 -4.33 3.74
H 2.28 -4.61 -0.93
H -1.22 -5.28 2.34
H 4.50 2.73 -1.77
H -0.42 0.63 -5.48
H 4.58 -4.97 -2.27
H -3.55 4.84 -1.97
H -4.73 0.38 0.58
H 4.13 4.44 -1.86
H -2.08 -2.41 -2.96
H -1.99 -0.09 -3.89
H -2.73 -0.19 -1.02
H -2.76 1.95 1.89
H -3.11 5.69 -0.51
H 2.17 -5.33 0.69
H -4.16 2.14 4.05
H 3.88 0.54 -3.83
H 2.79 3.79 5.88
H 3.02 3.50 -3.64
H 2.81 -3.58 -3.78
H -1.95 5.58 -1.87
H 2.33 -0.03 -3.20
H -4.00 -0.95 -2.04
H -3.33 -2.16 2.29
H -0.39 -2.95 2.05
H -2.07 -1.29 -5.27
H 2.74 -2.67 -2.19
H -1.31 1.87 -1.52
H 3.34 -1.46 -4.93
H 5.77 -6.04 -1.66
H 1.05 -2.21 0.24
H -1.92 2.64 3.29
H 0.48 1.86 1.52
H 3.50 -6.84 -1.00
H 1.17 0.77 3.99
H -0.70 3.35 -2.35
H 2.04 2.32 -2.58
H 5.51 -4.48 -0.82
H -3.99 0.49 5.72
H -3.02 3.20 -0.34
H -0.75 -2.84 -4.09
H 1.55 -2.40 -3.44
H -1.53 -3.31 0.86
H 1.32 -0.84 -0.89
H 0.99 1.59 -0.22
H -1.96 -1.12 1.75
H -1.47 3.87 0.01
H 4.08 3.81 0.49
H -0.59 1.04 0.37
H 2.71 4.72 4.39
H 0.39 -0.40 1.98
H 0.19 1.81 4.81
*
```

=====

Record 2
# C8H14N4O

C8H14N4O in the gas phase (the ωB97M-V functional and the def2-TZVPD basis, the OMol25 dataset).

The calculation puts the orbital gap at 9.65 eV. The value obtained for the highest occupied orbital energy is -8.7 eV. Its SMILES is CN1CCC[C@H](c2nc(N)no2)C1. For the energy relative to the best compared isomer or geometry (same formula, charge and spin), the calculation gives 0.987 eV.

ORCA input file:
```
! RIJCOSX wB97M-V def2-TZVPD def2/J DEFGRID3
* xyz 0 1
O -1.99 1.27 -0.68
N -1.54 -0.83 0.01
N -3.19 0.64 -0.45
N 2.66 -0.14 -0.32
N -3.69 -1.52 0.69
C 3.69 -1.15 -0.73
C 2.56 -0.29 1.12
C -2.97 -0.46 0.04
C 0.99 1.63 0.49
C 1.51 0.74 1.55
C 0.36 0.71 -0.64
C -1.07 0.27 -0.43
C 1.38 -0.39 -1.04
H 4.69 -0.75 -0.76
H 1.97 1.06 2.51
H 0.69 0.17 1.89
H -3.06 -2.20 1.04
H 0.25 2.33 1.04
H 2.22 -1.31 1.34
H 0.89 -1.38 -0.85
H -4.52 -1.18 1.12
H 1.75 -0.26 -2.11
H 1.75 2.30 0.01
H 3.84 -1.96 -0.01
H 0.24 1.39 -1.56
H 3.45 -0.26 1.72
H 3.37 -1.51 -1.70
*
```

=====

Record 3
# C15H25BCoN6OP

C15H25BCoN6OP as an isolated structure (the ωB97M-V functional and the def2-TZVPD basis, the OMol25 dataset).

The calculation puts the orbital gap (alpha / beta) at 4.55 / 5.70 eV. The value obtained for the highest occupied orbital energy (alpha / beta) is -1.4 / -2.6 eV. For the energy relative to the best compared isomer or geometry (same formula, charge and spin), the calculation gives 0.000 eV. Its expectation value of S² is 3.783.

ORCA input file:
```
! RIJCOSX wB97M-V def2-TZVPD def2/J DEFGRID3
* xyz -1 4
Co 0.27 -0.01 -0.15
P 0.58 -2.09 0.82
O 3.08 0.39 0.00
N -1.02 2.22 -1.89
N -1.55 0.72 0.80
N -1.08 -0.72 -1.79
N -2.41 1.41 0.04
N -2.18 0.01 -2.03
N 0.15 1.87 -1.34
C 1.98 0.54 0.90
C 0.25 -1.96 2.63
C -3.30 2.07 0.81
C 2.29 -2.77 0.89
C 0.50 3.51 -2.83
C -0.85 3.21 -2.79
C -2.59 -1.99 -2.86
C -0.30 -3.71 0.55
C -3.11 -0.72 -2.67
C -1.31 -1.92 -2.29
C 2.32 1.33 2.13
C 4.39 0.45 0.49
C 1.08 2.64 -1.89
C -3.01 1.79 2.13
C -1.89 0.94 2.06
B -2.29 1.45 -1.50
H -1.69 3.61 -3.33
H 3.11 0.90 2.77
H -1.33 0.48 2.85
H -0.56 -2.69 -2.20
H 2.32 -3.73 1.40
H -3.52 2.15 3.01
H 2.68 -2.88 -0.12
H 0.98 4.26 -3.43
H 0.01 -4.15 -0.40
H -1.38 -3.53 0.49
H -4.07 2.68 0.36
H 2.65 2.37 1.92
H -3.26 1.98 -1.97
H 0.69 -2.80 3.19
H -0.11 -4.44 1.35
H 4.64 1.41 0.95
H -3.06 -2.82 -3.35
H 1.43 1.42 2.75
H -4.05 -0.29 -2.94
H -0.83 -1.97 2.80
H 2.93 -2.05 1.41
H 4.59 -0.34 1.23
H 2.10 2.52 -1.58
H 5.06 0.29 -0.36
H 0.66 -1.02 3.00
*
```

=====

Record 4
# CH4N2OS

CH4N2OS in the gas phase (the ωB97M-V functional and the def2-TZVPD basis, the OMol25 dataset).

The calculation puts the orbital gap at 9.23 eV. The value obtained for the highest occupied orbital energy is -8.3 eV. Its SMILES is ON/C=N/S. For the energy relative to the best compared isomer or geometry (same formula, charge and spin), the calculation gives 3.148 eV.

ORCA input file:
```
! RIJCOSX wB97M-V def2-TZVPD def2/J DEFGRID3
* xyz 0 1
S -2.40 -0.14 -0.14
O 1.89 -0.76 -0.06
N -0.75 -0.51 -0.21
N 1.29 0.44 -0.10
C -0.05 0.56 -0.17
H -2.66 -0.81 1.01
H -0.45 1.55 -0.19
H 1.26 -1.39 -0.52
H 1.89 1.06 0.38
*
```

=====

no.,maximum force (eV/Å)
1,4.02
2,7.96
3,0.46
4,3.08